Entry 1:
C25H26BBr2F9N2O10S as an isolated structure at a distorted geometry, computed with ωB97M-V/def2-TZVPD.

Atoms and positions in Å:
Br (0.235, -3.445, 0.080)
Br (0.131, -4.442, 3.147)
S (5.308, 4.038, 1.530)
F (-2.079, -2.737, 2.808)
F (5.963, 5.942, 4.083)
F (5.207, 2.326, 3.574)
F (4.298, 0.978, 0.806)
F (6.538, 4.229, 5.494)
F (-1.268, -1.271, 0.917)
F (7.328, 3.161, 3.218)
F (-0.362, -1.759, 4.003)
F (4.320, 4.485, 4.952)
O (5.557, 5.485, 1.176)
O (6.123, 3.213, 0.529)
O (2.554, 7.781, -1.743)
O (-0.838, 1.948, 0.716)
O (-2.535, 7.397, 0.588)
O (3.256, 6.424, 2.744)
O (-1.166, -4.430, -2.111)
O (-1.542, 4.705, 1.898)
O (-0.786, 8.048, -1.048)
O (-2.888, -6.943, -5.469)
N (1.784, 8.315, 0.652)
N (-3.343, -6.637, -2.532)
C (-3.211, -5.668, -1.441)
C (-2.547, -4.322, -1.774)
C (1.456, -0.138, 0.335)
C (-0.134, -2.016, 1.459)
C (-2.058, -8.092, -5.391)
C (5.649, 4.592, 4.402)
C (0.536, 2.359, 0.915)
C (1.367, 6.952, 1.135)
C (0.013, 6.471, 0.929)
C (-2.867, 1.279, 2.165)
C (0.801, 3.875, 1.276)
C (2.434, 5.979, 1.896)
C (-0.913, -4.691, -3.484)
C (1.188, -1.099, 1.603)
C (-4.148, -7.121, -4.815)
C (-0.399, 4.970, 1.421)
C (2.290, 4.406, 1.497)
C (-1.284, 1.596, 2.081)
C (3.556, 3.478, 1.343)
C (5.941, 3.535, 3.221)
C (-0.626, -2.626, 2.881)
C (-4.244, -6.197, -3.599)
C (3.246, 1.955, 0.972)
C (1.774, 1.404, 0.757)
C (2.295, 8.142, -0.564)
B (-1.154, 7.321, 0.182)
H (1.191, -0.428, 2.542)
H (-4.000, -5.182, -3.929)
H (-5.274, -6.202, -3.225)
H (-2.422, -6.800, -2.926)
H (-0.744, 0.637, 2.466)
H (-1.024, 2.415, 2.859)
H (-1.102, 7.442, -1.775)
H (-0.835, -5.767, -3.659)
H (-2.986, 0.438, 2.955)
H (0.057, -4.253, -3.735)
H (-2.583, -3.713, -0.865)
H (2.336, -0.529, -0.320)
H (-1.669, -4.252, -4.140)
H (-3.044, 7.356, -0.268)
H (-3.266, 0.916, 1.142)
H (-1.742, -8.275, -4.360)
H (-3.096, -3.757, -2.535)
H (-4.199, -5.485, -1.004)
H (-2.573, -8.973, -5.787)
H (-1.168, -7.910, -5.997)
H (-2.611, -6.155, -0.664)
H (-4.920, -6.833, -5.535)
H (-3.424, 2.198, 2.577)
H (2.122, -1.789, 1.694)
H (-4.327, -8.165, -4.538)
H (0.545, -0.090, -0.390)

Forces on atoms 1 to 6 (eV/Å):
-0.5 1.5 1.1
-0.6 1.5 0.6
3.7 1.1 -7.2
3.6 0.2 0.4
-1.2 -4.0 0.7
1.7 3.0 -0.9

HOMO-LUMO gap, eV: 6.7
Net charge: 0
Multiplicity: 1



Entry 2:
A 2-piece molecular cluster, C25H26Br2O3 overall at a distorted geometry, computed with ωB97M-V/def2-TZVPD.

Atoms and positions in Å:
Br (-6.021, 2.136, -5.495)
Br (5.970, -1.569, -1.110)
O (-1.262, 1.749, 3.331)
O (1.352, 1.192, 3.288)
O (1.852, -0.959, 3.744)
C (-2.881, 0.246, 4.232)
C (-3.593, -0.653, 3.226)
C (4.074, -1.808, 3.650)
C (2.080, 1.108, -0.786)
C (-1.449, 0.615, 3.770)
C (-4.587, 3.308, -3.308)
C (-0.135, 1.936, -1.595)
C (2.215, 0.115, -1.802)
C (-2.391, 1.572, -3.519)
C (4.436, -0.465, -1.017)
C (0.891, 1.904, -0.650)
C (4.339, 0.518, -0.015)
C (3.226, -0.561, 3.573)
C (3.177, 1.271, 0.110)
C (-4.564, 2.316, -4.307)
C (-1.312, 2.680, -1.546)
C (-2.024, -2.444, 4.189)
C (-0.612, -1.823, 4.147)
C (-3.457, 1.458, -4.411)
C (3.370, -0.660, -1.908)
C (0.975, 0.070, 3.586)
C (-2.917, -2.007, 3.023)
C (-0.420, -0.396, 3.821)
C (-2.391, 2.559, -2.488)
C (-3.522, 3.428, -2.422)
H (-2.848, -0.213, 5.228)
H (-0.033, -2.410, 3.408)
H (-3.544, 4.203, -1.652)
H (3.350, -0.067, 2.600)
H (1.389, -0.068, -2.488)
H (3.983, -2.296, 4.627)
H (-1.893, -3.532, 4.123)
H (-3.433, 1.192, 4.301)
H (5.128, -1.552, 3.497)
H (-4.626, -0.803, 3.572)
H (-3.693, -2.766, 2.866)
H (-0.125, -2.032, 5.121)
H (-1.550, 0.885, -3.608)
H (-2.325, -1.976, 2.102)
H (0.822, 2.530, 0.242)
H (3.786, -2.539, 2.885)
H (3.086, 1.999, 0.919)
H (-1.433, 3.421, -0.753)
H (5.169, 0.665, 0.672)
H (-2.495, -2.245, 5.158)
H (3.454, -1.430, -2.670)
H (-5.444, 3.972, -3.237)
H (3.502, 0.149, 4.366)
H (-3.673, -0.127, 2.263)
H (-3.449, 0.703, -5.191)
H (0.012, 1.326, -2.487)

Forces on atoms 1 to 6 (eV/Å):
0.3 0.0 0.2
-0.4 0.3 0.0
-0.5 1.1 -0.3
0.8 0.2 -0.3
1.7 -0.1 -0.1
0.4 0.4 -0.1

HOMO-LUMO gap, eV: 1.3
Net charge: 0
Multiplicity: 1



Entry 3:
C25H26Br33ClI2O3 as an isolated structure at a distorted geometry, computed with ωB97M-V/def2-TZVPD.

Atoms and positions in Å:
I (1.888, -1.198, -0.394)
I (-1.004, -1.490, 3.682)
Br (3.654, 2.147, -2.805)
Br (-0.337, -8.885, -1.401)
Br (-3.182, 9.328, -4.558)
Br (-4.366, 6.903, 1.848)
Br (2.695, -4.479, 10.831)
Br (3.464, 5.154, -3.840)
Br (6.127, 3.467, -4.317)
Br (-4.069, -4.663, -1.586)
Br (-0.932, -10.220, 1.430)
Br (8.569, 2.837, -7.360)
Br (10.092, 3.803, -4.727)
Br (-4.660, -7.137, -3.538)
Br (0.532, 3.476, 2.778)
Br (3.992, -4.843, 4.633)
Br (-1.185, 7.041, -5.531)
Br (4.108, -6.051, 8.443)
Br (-0.438, -1.067, -4.042)
Br (-5.725, 4.850, -0.172)
Br (2.618, -1.652, -4.741)
Br (1.541, -8.233, 1.093)
Br (0.928, -5.965, 8.629)
Br (-4.304, 6.806, -6.150)
Br (9.128, 5.942, -6.892)
Br (-3.745, -7.613, -0.514)
Br (5.850, 9.517, -5.743)
Br (-0.682, 6.288, 1.906)
Br (7.911, 10.144, -3.391)
Br (-2.466, 4.228, 3.576)
Br (0.967, -4.981, 3.645)
Br (6.975, 7.147, -3.941)
Br (1.857, -2.770, 5.770)
Br (1.306, 1.148, -5.521)
Br (-4.200, 7.417, -1.292)
Cl (-2.077, 2.907, -0.577)
O (-3.410, -1.514, -1.894)
O (-0.859, -4.260, 0.985)
O (-4.522, -2.857, 3.985)
C (-3.720, -2.545, 0.235)
C (1.916, -0.671, 2.828)
C (4.211, 3.407, -4.149)
C (7.344, 8.866, -4.717)
C (-1.696, -1.125, -0.273)
C (-2.998, -3.285, 1.078)
C (0.340, -1.439, 1.057)
C (-1.359, 0.268, -0.709)
C (-4.849, -3.590, 2.802)
C (1.315, -0.315, -4.272)
C (-2.532, 1.198, -0.327)
C (9.757, 4.145, -6.595)
C (2.148, -4.558, 5.105)
C (-3.606, -4.152, 2.136)
C (-0.689, 4.892, 3.236)
C (-2.997, -1.698, -0.767)
C (-4.714, -6.475, -1.729)
C (-2.967, 7.448, -4.924)
C (2.572, -5.026, 8.990)
C (-3.050, 1.005, 1.110)
C (-0.239, -8.675, 0.509)
C (0.591, -1.169, 2.336)
C (-4.282, 6.094, 0.106)
C (-1.513, -3.243, 0.888)
C (-0.958, -1.901, 0.537)
H (-4.796, -2.461, 0.236)
H (3.818, 3.056, -5.093)
H (2.138, 0.283, 2.348)
H (-3.354, 0.942, -0.990)
H (2.725, -1.350, 2.564)
H (1.609, 0.093, -3.315)
H (-4.051, 0.578, 1.117)
H (-5.748, -6.481, -1.418)
H (1.918, -5.238, 5.915)
H (-0.874, -7.839, 0.768)
H (-3.113, 6.923, -3.990)
H (2.560, -4.126, 8.390)
H (-3.360, 5.528, 0.060)
H (-5.010, -2.034, 3.938)
H (-2.894, -4.394, 2.926)
H (-5.470, -2.980, 2.147)
H (-1.306, 0.276, -1.795)
H (1.915, -0.506, 3.899)
H (-3.870, -5.103, 1.658)
H (-0.471, 0.666, -0.231)
H (-0.334, 5.330, 4.157)
H (-2.407, 0.380, 1.726)
H (8.169, 8.736, -5.403)
H (-5.470, -4.439, 3.100)
H (-3.092, 1.978, 1.592)
H (10.702, 4.053, -7.109)

Forces on atoms 1 to 6 (eV/Å):
-0.3 -0.2 0.3
0.2 0.2 -0.1
0.1 0.0 0.2
0.1 -0.1 0.0
0.0 -0.1 0.0
-0.2 0.1 -0.1

HOMO-LUMO gap, eV: 7.9
Net charge: 0
Multiplicity: 1



Entry 4:
C25H26Br42O3 as an isolated structure at a distorted geometry, computed with ωB97M-V/def2-TZVPD.

Atoms and positions in Å:
Br (-2.097, 8.968, -2.936)
Br (-7.880, -7.579, 2.948)
Br (3.530, 7.643, 4.227)
Br (-0.656, 11.781, 4.476)
Br (-1.780, -6.525, -7.099)
Br (-4.464, -6.175, -0.994)
Br (2.976, 0.704, -1.627)
Br (7.238, -0.639, 8.955)
Br (-0.409, 9.563, 2.179)
Br (-8.940, -8.716, 0.148)
Br (-3.551, -1.657, -7.257)
Br (8.403, 0.458, 11.728)
Br (2.648, -8.596, -2.774)
Br (-4.548, -3.089, -1.855)
Br (0.155, -5.183, -4.932)
Br (3.686, 3.787, -1.135)
Br (-6.696, -1.982, -6.752)
Br (-0.231, -9.506, -1.704)
Br (-4.570, -9.938, -6.292)
Br (2.712, 6.608, 0.498)
Br (-3.128, 10.985, -0.672)
Br (-5.764, -5.327, -3.793)
Br (-2.817, 9.424, 4.284)
Br (4.165, 4.561, 3.629)
Br (-4.097, 7.932, -0.658)
Br (-7.160, -8.053, -6.279)
Br (0.208, 4.777, 1.292)
Br (-6.154, -9.746, 1.342)
Br (9.969, 6.437, 7.730)
Br (-5.838, -8.979, -3.514)
Br (9.272, 3.488, 8.766)
Br (3.696, 8.916, 9.167)
Br (-4.870, -0.536, -4.556)
Br (5.774, 1.892, -2.661)
Br (2.363, 8.061, 11.952)
Br (-0.203, 7.304, -0.636)
Br (1.392, -6.543, -7.587)
Br (2.334, 6.035, 9.473)
Br (7.259, 5.907, 9.352)
Br (5.257, 5.934, 6.310)
Br (10.007, -1.779, 10.090)
Br (0.713, -6.465, -1.375)
O (-1.418, -4.483, -3.532)
O (-0.291, -3.004, -5.084)
O (-1.976, -2.215, -3.744)
C (-0.033, -6.581, -6.268)
C (4.791, 6.195, 4.451)
C (-1.471, -2.191, -0.653)
C (1.474, -1.926, -0.525)
C (-1.240, -1.069, -4.254)
C (0.769, -3.077, 0.028)
C (-4.422, -4.919, -2.463)
C (-1.185, 0.251, -3.403)
C (3.293, 7.455, 10.369)
C (-0.763, -1.042, -1.189)
C (-7.388, -8.263, 1.208)
C (0.145, -1.691, -4.617)
C (0.817, -8.063, -2.453)
C (-6.189, -9.450, -5.355)
C (-0.675, -3.250, -0.028)
C (8.830, -0.248, 9.979)
C (-4.946, -1.890, -5.937)
C (-1.623, 0.081, -1.900)
C (3.908, 2.263, -2.304)
C (-1.276, -3.363, -4.052)
C (-1.613, 10.576, 3.304)
C (-3.551, 9.433, -1.747)
C (0.688, -0.861, -1.149)
C (8.564, 5.171, 8.129)
C (0.809, 6.558, 0.835)
H (-2.221, 11.188, 2.646)
H (-2.720, -0.061, -1.744)
H (5.700, 6.483, 3.933)
H (1.106, 0.079, -1.624)
H (-4.770, -2.847, -5.453)
H (-1.781, 1.077, -3.866)
H (-0.112, 0.601, -3.390)
H (-4.398, 9.698, -2.370)
H (8.046, 4.967, 7.197)
H (0.624, 7.186, 1.699)
H (-1.862, -0.776, -5.147)
H (-2.581, -2.234, -0.765)
H (0.382, -7.821, -3.418)
H (-1.343, 1.039, -1.372)
H (3.448, 2.520, -3.252)
H (-3.453, -5.026, -2.945)
H (4.241, 7.042, 10.696)
H (0.499, -1.105, -5.498)
H (-6.870, -7.464, 0.687)
H (9.369, 0.528, 9.445)
H (1.378, -3.866, 0.525)
H (-1.221, -4.133, 0.365)
H (0.043, -7.535, -5.756)
H (0.868, -1.916, -3.794)
H (-6.828, -10.326, -5.344)
H (2.582, -1.811, -0.503)

Forces on atoms 1 to 6 (eV/Å):
-0.2 0.1 0.1
0.1 -0.1 -0.2
0.1 -0.2 0.1
-0.1 -0.2 -0.1
0.2 0.1 0.1
0.0 0.1 -0.1

HOMO-LUMO gap, eV: 8.3
Net charge: 0
Energy above the lowest of the compared OMol25 structures with the same formula, charge and spin, kJ/mol: 399.6
Multiplicity: 1



Entry 5:
C25H26BrN4O2SSc as an isolated structure at a distorted geometry, computed with ωB97M-V/def2-TZVPD.

Atoms and positions in Å:
Br (-20.509, 12.829, -7.636)
Sc (-15.906, 8.509, -3.202)
S (-17.214, 7.659, -0.173)
O (-16.898, 8.678, -1.389)
O (-17.193, 8.626, -4.764)
N (-15.222, 2.589, -5.367)
N (-15.058, 6.535, -3.992)
N (-15.877, 10.674, -3.464)
N (-13.865, 9.048, -2.650)
C (-13.846, 10.326, -2.313)
C (-14.958, 11.186, -2.593)
C (-16.650, 11.429, -4.233)
C (-11.813, 9.909, -0.993)
C (-18.141, 9.747, 1.362)
C (-11.762, 8.636, -1.614)
C (-17.650, 11.012, -5.131)
C (-14.057, 12.884, -1.051)
C (-15.262, 3.880, -4.942)
C (-15.611, 4.182, -3.619)
C (-12.777, 8.299, -2.518)
C (-18.522, 11.985, -5.794)
C (-17.853, 9.567, -5.423)
C (-15.776, 7.818, 0.965)
C (-14.762, 6.226, -5.308)
C (-18.654, 9.280, -6.563)
C (-14.920, 4.947, -5.799)
C (-15.446, 5.493, -3.199)
C (-18.625, 8.608, 0.587)
C (-12.972, 12.034, -0.738)
C (-19.241, 10.254, -7.292)
C (-19.366, 11.582, -6.794)
C (-12.869, 10.775, -1.383)
C (-15.929, 7.245, 2.366)
C (-15.035, 12.423, -1.949)
H (-14.379, 7.070, -5.948)
H (-19.729, 9.931, -8.191)
H (-18.716, 8.223, -6.810)
H (-16.835, 6.589, 2.384)
H (-14.748, 4.794, -6.829)
H (-15.915, 12.997, -2.229)
H (-15.110, 6.629, 2.783)
H (-15.496, 2.482, -6.389)
H (-15.043, 7.194, 0.458)
H (-18.471, 13.055, -5.539)
H (-15.772, 5.728, -2.190)
H (-16.402, 12.479, -4.397)
H (-15.536, 1.856, -4.712)
H (-19.366, 8.012, 1.148)
H (-15.800, 3.378, -2.901)
H (-11.120, 10.137, -0.209)
H (-17.746, 10.539, 0.658)
H (-14.246, 13.836, -0.539)
H (-18.992, 10.168, 1.888)
H (-12.193, 12.290, 0.009)
H (-17.445, 9.467, 2.120)
H (-12.638, 7.508, -3.235)
H (-16.171, 8.105, 3.067)
H (-10.935, 7.898, -1.449)
H (-15.417, 8.880, 0.981)
H (-19.138, 8.957, -0.311)

Forces on atoms 1 to 6 (eV/Å):
0.2 -0.2 0.1
-1.3 0.0 -1.2
-0.5 1.2 -0.6
0.4 -1.7 1.2
0.0 0.6 0.2
-1.1 0.0 -1.6

HOMO-LUMO gap, eV: 6.6
Net charge: +2
Energy above the lowest of the compared OMol25 structures with the same formula, charge and spin, kJ/mol: 184.0
Multiplicity: 1



Entry 6:
The molecule C25H26FN7O5S2 at a distorted geometry, computed with ωB97M-V/def2-TZVPD.

Atoms and positions in Å:
S (-3.696, -1.594, -0.445)
S (-2.150, 4.219, 0.274)
F (4.276, 3.119, 0.086)
O (-1.684, 4.719, 1.531)
O (-0.527, -3.229, -0.092)
O (-2.916, 5.065, -0.588)
O (-4.979, -2.026, -0.901)
O (-2.640, -1.400, -1.420)
N (2.239, -0.404, -1.196)
N (-0.822, 3.699, -0.575)
N (2.558, -3.788, -0.253)
N (-3.094, -2.511, 0.785)
N (3.854, -2.186, -0.853)
N (0.054, -1.153, -0.822)
N (3.768, -3.466, -0.453)
C (5.111, -1.517, -1.076)
C (5.219, -0.361, -0.113)
C (0.357, -2.472, -0.445)
C (2.614, -1.663, -0.901)
C (0.959, -0.190, -1.130)
C (4.760, 1.911, 0.446)
C (4.752, 0.891, -0.487)
C (-2.582, 1.762, 1.412)
C (1.771, -2.713, -0.511)
C (-3.054, 2.685, 0.496)
C (-1.002, 3.091, -1.869)
C (5.232, 1.730, 1.733)
C (0.559, 1.254, -1.248)
C (-3.774, 0.067, 0.227)
C (-3.989, 2.342, -0.465)
C (5.706, 0.480, 2.089)
C (0.640, 1.853, 0.170)
C (-3.963, -3.492, 1.363)
C (5.693, -0.562, 1.177)
C (-3.362, -4.684, 2.035)
C (-4.103, -4.851, 0.741)
C (0.400, 3.363, 0.108)
C (-2.934, 0.429, 1.266)
C (-0.812, 1.566, -1.843)
C (-4.357, 1.014, -0.598)
H (-2.287, -4.775, 2.012)
H (-3.521, -5.050, -0.146)
H (-2.177, -2.888, 0.521)
H (-2.000, 3.360, -2.213)
H (-2.527, -0.339, 1.905)
H (-0.270, 3.531, -2.558)
H (-0.882, 1.181, -2.861)
H (-5.073, -5.320, 0.748)
H (5.893, -2.260, -0.908)
H (1.332, 1.735, -1.856)
H (5.148, -1.163, -2.110)
H (4.367, 1.071, -1.476)
H (0.330, 3.792, 1.107)
H (-5.030, 0.682, -1.373)
H (1.237, 3.838, -0.418)
H (6.048, -1.539, 1.468)
H (-1.910, 2.094, 2.188)
H (6.081, 0.315, 3.087)
H (-1.602, 1.099, -1.254)
H (5.222, 2.553, 2.430)
H (-0.955, -0.998, -0.954)
H (-0.107, 1.373, 0.803)
H (-4.365, 3.111, -1.121)
H (1.628, 1.667, 0.593)
H (-4.844, -3.028, 1.789)
H (-3.817, -5.040, 2.947)

Forces on atoms 1 to 6 (eV/Å):
0.4 0.4 0.4
0.3 -0.1 -0.3
0.0 0.0 0.0
0.0 -0.3 0.1
-0.1 -0.3 0.1
-0.1 -0.3 -0.1

SMILES string: O=c1[nH]c(C2CCN(S(=O)(=O)c3ccc(S(=O)(=O)NC4CC4)cc3)CC2)nc2c1nnn2Cc1cccc(F)c1
HOMO-LUMO gap, eV: 9.2
Net charge: 0
Energy above the lowest of the compared OMol25 structures with the same formula, charge and spin, kJ/mol: 10.9
Multiplicity: 1